{"formula": "C6H14ClN2O7V", "method": "ωB97M-V/def2-TZVPD", "elements": ["O", "V", "Cl", "O", "O", "O", "O", "C", "O", "N", "C", "C", "H", "H", "H", "H", "H", "H", "H", "C", "O", "N", "C", "C", "H", "H", "H", "H", "H", "H", "H"], "xyz": [[-12.26, 8.25, 11.01], [-13.21, 6.97, 10.69], [-14.60, 5.63, 13.94], [-13.86, 6.36, 12.93], [-13.61, 4.80, 14.52], [-15.29, 6.53, 14.89], [-15.62, 4.92, 13.18], [-16.48, 7.49, 10.86], [-15.31, 7.29, 10.74], [-17.47, 6.60, 10.69], [-18.92, 7.00, 10.57], [-17.24, 5.16, 10.49], [-16.99, 8.46, 10.91], [-19.39, 6.49, 9.73], [-19.14, 8.04, 10.35], [-19.47, 6.77, 11.48], [-17.81, 4.80, 9.63], [-16.17, 5.06, 10.35], [-17.63, 4.58, 11.32], [-17.53, 1.80, 14.03], [-18.61, 2.37, 13.91], [-16.68, 2.12, 14.99], [-15.41, 1.50, 15.01], [-16.92, 3.13, 16.07], [-17.13, 1.05, 13.33], [-15.27, 0.85, 14.15], [-15.54, 0.81, 15.84], [-14.52, 2.09, 15.22], [-16.42, 4.04, 15.76], [-17.94, 3.50, 16.19], [-16.63, 2.82, 17.08]], "nbo_charge": [-0.66, 1.52, 2.54, -0.98, -0.82, -0.80, -0.88, 0.60, -0.75, -0.38, -0.42, -0.42, 0.14, 0.21, 0.22, 0.22, 0.20, 0.21, 0.24, 0.53, -0.65, -0.41, -0.41, -0.44, 0.10, 0.20, 0.18, 0.22, 0.22, 0.24, 0.20], "lumo_ha": [-0.06355, -0.06292], "e_homo_ev": [-8.7, -8.7], "gap_ha": [0.2545, 0.2551], "total_charge": 0, "spin_multiplicity": 3}

---

{"formula": "C6H14ClOPbRu", "method": "ωB97M-V/def2-TZVPD", "elements": ["Ru", "Cl", "C", "H", "H", "H", "Pb", "C", "C", "C", "H", "H", "H", "H", "H", "H", "H", "H", "C", "C", "O", "H", "H", "H"], "xyz": [[0.35, 0.06, -0.09], [-0.64, 1.64, -1.41], [-1.36, -0.85, 0.31], [-1.32, -1.63, 1.08], [-1.78, -1.24, -0.63], [-2.02, -0.04, 0.69], [0.51, -0.15, -3.61], [-1.30, 0.73, -4.68], [2.24, 1.34, -3.92], [1.02, -1.72, -5.00], [3.01, 1.11, -3.17], [2.64, 1.21, -4.94], [1.86, 2.35, -3.78], [-2.20, 0.30, -4.23], [-1.33, 1.82, -4.56], [-1.26, 0.48, -5.75], [0.24, -2.24, -5.59], [2.07, -1.96, -5.25], [0.29, 0.25, 2.91], [1.10, 0.10, 1.66], [2.31, -0.07, 1.50], [-0.79, 0.22, 2.74], [0.51, 1.24, 3.34], [0.51, -0.57, 3.62]], "nbo_charge": [0.74, -0.64, -1.15, 0.18, 0.21, 0.19, 0.69, -1.05, -1.05, -0.92, 0.20, 0.18, 0.20, 0.20, 0.20, 0.18, 0.14, 0.14, -0.79, 0.22, -0.67, 0.22, 0.22, 0.18], "lumo_ha": [0.22487, 0.20931], "e_homo_ev": [2.3, 0.5], "gap_ha": [0.1412, 0.1927], "e_above_lowest_kcal_mol": 0.0, "total_charge": -2, "spin_multiplicity": 6}

---

{"formula": "C6H14CsN2O10S2", "method": "ωB97M-V/def2-TZVPD", "elements": ["Cs", "S", "O", "O", "O", "O", "S", "O", "O", "O", "O", "C", "C", "O", "N", "C", "H", "H", "H", "H", "H", "H", "H", "C", "C", "O", "N", "C", "H", "H", "H", "H", "H", "H", "H"], "xyz": [[-3.41, -9.00, -7.96], [-0.83, -11.37, -8.65], [-2.26, -11.60, -8.61], [-0.59, -10.00, -9.05], [-0.17, -11.53, -7.32], [-0.17, -12.23, -9.66], [-2.07, -5.90, -7.89], [-1.71, -4.53, -7.63], [-0.92, -6.68, -7.52], [-3.26, -6.37, -7.18], [-2.25, -6.11, -9.31], [-5.82, -5.25, -9.91], [-6.55, -6.11, -8.90], [-7.74, -6.41, -9.09], [-5.81, -6.73, -7.95], [-6.45, -7.46, -6.86], [-4.82, -4.94, -9.58], [-6.43, -4.34, -9.91], [-5.68, -5.76, -10.87], [-4.84, -6.49, -7.82], [-6.42, -8.50, -7.18], [-7.49, -7.14, -6.75], [-5.88, -7.39, -5.93], [-3.56, -11.90, -11.47], [-4.89, -12.09, -10.75], [-5.97, -12.28, -11.25], [-4.71, -11.85, -9.44], [-5.71, -12.15, -8.35], [-2.66, -11.99, -10.86], [-3.58, -10.88, -11.83], [-3.49, -12.65, -12.26], [-3.76, -11.73, -9.11], [-6.52, -11.42, -8.37], [-5.02, -12.04, -7.51], [-6.37, -13.02, -8.43]], "lowdin_charge": [1.27, 0.10, -0.57, -0.46, -0.46, -0.46, -0.01, -0.43, -0.42, -0.63, -0.44, 0.01, -0.55, -0.04, -0.01, -0.10, 0.07, 0.07, 0.08, 0.01, 0.04, 0.07, 0.08, 0.01, -0.58, 0.00, -0.01, -0.06, 0.06, 0.09, 0.07, -0.01, 0.06, 0.08, 0.06], "lumo_ha": 0.20483, "e_homo_ev": 1.5, "gap_ha": 0.1497, "e_above_lowest_kcal_mol": 21.8, "total_charge": -3, "spin_multiplicity": 1}

---

{"formula": "C6H14IN2", "method": "ωB97M-V/def2-TZVPD", "elements": ["C", "C", "C", "C", "C", "C", "N", "N", "I", "H", "H", "H", "H", "H", "H", "H", "H", "H", "H", "H", "H", "H", "H"], "xyz": [[0.94, 0.80, -1.65], [0.14, 0.91, -0.61], [2.00, 1.71, -2.21], [-1.95, 0.23, 0.73], [0.47, -0.93, 1.68], [-0.74, -0.06, -0.06], [-0.21, -0.46, 2.77], [-0.89, -1.32, -0.88], [0.49, -3.10, 1.29], [0.99, -0.24, -2.04], [0.18, 1.91, -0.10], [2.96, 1.30, -2.05], [1.94, 2.72, -1.64], [1.93, 2.06, -3.24], [-1.59, 0.61, 1.63], [-2.41, -0.74, 1.00], [-2.65, 0.88, 0.23], [1.47, -0.58, 1.71], [-0.93, -1.00, 3.13], [0.37, -0.09, 3.56], [-0.21, -1.09, -1.67], [-1.81, -1.41, -1.23], [-0.51, -2.12, -0.35]], "nbo_charge": [-0.11, -0.30, -0.65, -0.68, -0.09, 0.19, -0.83, -0.75, 0.12, 0.14, 0.25, 0.24, 0.22, 0.25, 0.27, 0.21, 0.25, 0.20, 0.39, 0.41, 0.44, 0.43, 0.41], "lumo_ha": [-0.14430, -0.14430], "e_homo_ev": [-11.8, -11.8], "gap_ha": [0.2901, 0.2901], "e_above_lowest_kcal_mol": 59.9, "total_charge": 1, "spin_multiplicity": 1}

---

{"formula": "C6H14IN2O2", "method": "ωB97M-V/def2-TZVPD", "elements": ["I", "C", "C", "O", "N", "C", "H", "H", "H", "H", "H", "H", "H", "C", "C", "O", "N", "C", "H", "H", "H", "H", "H", "H", "H"], "xyz": [[-0.60, -0.65, 0.70], [1.14, -3.27, -1.92], [-0.08, -2.57, -2.46], [-0.54, -2.99, -3.53], [-0.65, -1.58, -1.77], [-2.03, -1.08, -2.11], [0.84, -3.93, -1.11], [1.84, -2.60, -1.42], [1.63, -3.84, -2.71], [-0.28, -1.28, -0.88], [-1.84, -0.23, -2.75], [-2.50, -0.74, -1.19], [-2.56, -1.89, -2.61], [-0.09, 3.63, 0.78], [0.57, 2.91, 1.91], [1.09, 3.57, 2.75], [0.43, 1.62, 2.05], [1.02, 0.76, 3.14], [0.41, 3.41, -0.16], [0.08, 4.69, 0.91], [-1.16, 3.45, 0.73], [-0.20, 1.17, 1.39], [0.24, 0.06, 3.43], [1.43, 1.31, 4.00], [1.81, 0.09, 2.82]], "nbo_charge": [-0.66, -0.70, 0.65, -0.71, -0.63, -0.44, 0.23, 0.22, 0.22, 0.33, 0.19, 0.22, 0.21, -0.70, 0.65, -0.68, -0.64, -0.43, 0.22, 0.22, 0.22, 0.39, 0.22, 0.21, 0.19], "lumo_ha": 0.12460, "e_homo_ev": -4.1, "gap_ha": 0.2745, "e_above_lowest_kcal_mol": 78.7, "total_charge": -1, "spin_multiplicity": 1}

---

{"formula": "C6H14IrN3", "method": "ωB97M-V/def2-TZVPD", "elements": ["C", "Ir", "N", "H", "H", "H", "H", "H", "H", "H", "H", "N", "C", "C", "C", "C", "C", "N", "H", "H", "H", "H", "H", "H"], "xyz": [[-0.20, 3.02, -1.22], [-0.42, -0.58, 0.48], [-1.91, -1.25, -0.68], [0.75, 0.41, 0.85], [0.05, 3.82, -1.84], [0.26, 3.03, -0.23], [0.21, 2.07, -1.63], [-1.27, 2.83, -1.06], [-2.46, -1.93, -0.15], [-1.56, -1.73, -1.52], [-2.56, -0.54, -1.02], [-0.45, -2.28, 2.58], [0.31, -2.98, 1.72], [0.80, -4.29, 1.81], [1.39, -4.85, 0.68], [1.55, -4.09, -0.49], [1.12, -2.79, -0.53], [0.48, -2.28, 0.57], [-0.70, -1.29, 2.32], [-0.61, -2.55, 3.54], [0.65, -4.81, 2.75], [1.74, -5.87, 0.70], [2.00, -4.50, -1.39], [1.20, -2.09, -1.36]], "nbo_charge": [-0.85, 0.73, -1.09, -0.16, 0.23, 0.22, 0.19, 0.21, 0.42, 0.41, 0.43, -0.63, 0.45, -0.19, -0.33, -0.05, -0.04, -0.72, 0.38, 0.44, 0.24, 0.25, 0.24, 0.22], "lumo_ha": [-0.11735, -0.25838], "e_homo_ev": [-9.4, -13.2], "gap_ha": [0.2273, 0.2255], "e_above_lowest_kcal_mol": 0.0, "total_charge": 1, "spin_multiplicity": 6}